The following is a quantum chemistry calculation of a structure of composition C54H55AsGaGe2O6S5, from the OMol25 dataset.

Output
- Energy: -12847.99805 Eh
- Total charge: -1
- HOMO: -5.7 eV
- Energy relative to the best compared isomer or geometry (same formula, charge and spin): 108.1 kJ/mol

Each line ends with the Mulliken charge.
Element x y z (Å)
Ga -0.770 -2.761 -1.102  1.463
O -2.070 -6.547 -2.059  -0.596
As -2.887 -5.455 -0.917  0.044
O -3.866 -4.408 -2.173  -0.494
O -1.684 -4.349 -0.503  0.038
C -3.794 -4.608 -3.498  0.398
C -4.913 -5.132 -4.157  -0.555
C -4.892 -5.373 -5.517  -0.405
C -3.748 -5.115 -6.266  -0.780
C -2.645 -4.568 -5.640  -0.721
C -2.665 -4.298 -4.274  -0.031
S -1.279 -3.391 -3.633  1.333
O -0.625 -2.837 -4.782  -0.534
O -1.839 -2.349 -2.699  -0.039
O -0.402 -4.266 -2.829  -0.859
H -1.253 -6.095 -2.351  0.384
H -5.786 -5.353 -3.557  0.445
H -5.778 -5.768 -6.000  0.362
H -3.727 -5.323 -7.328  0.395
H -1.750 -4.319 -6.195  0.520
C 4.957 3.527 4.474  -1.646
C 4.446 3.063 3.133  0.681
C 5.037 1.999 2.464  -0.594
C 4.663 1.657 1.172  0.903
C 5.327 0.501 0.467  -1.717
C 3.662 2.394 0.526  1.051
C 3.009 3.428 1.208  0.416
C 1.909 4.249 0.582  -1.619
C 3.409 3.736 2.505  -0.643
C 3.479 2.229 -0.952  -0.399
C 4.407 2.972 -1.687  -0.348
C 4.369 3.017 -3.066  -1.264
C 3.371 2.336 -3.732  -0.495
C 2.429 1.579 -3.038  0.060
C 2.500 1.478 -1.634  0.710
Ge 1.237 0.231 -0.701  -0.439
S 1.209 -1.751 -1.716  -0.597
S -0.776 1.175 -0.248  0.242
Ge -0.566 -0.169 1.568  0.085
S -1.346 -2.148 1.012  -0.445
S 1.692 -0.086 1.506  -0.085
C -1.466 0.180 3.322  0.461
C -0.807 0.034 4.554  -0.866
C -1.522 0.245 5.734  -0.048
C -2.859 0.597 5.710  -1.334
C -3.513 0.721 4.496  -0.147
C -2.839 0.494 3.301  0.337
C -3.606 0.607 2.023  -0.368
C -3.469 1.727 1.201  0.805
C -2.599 2.905 1.578  -1.199
C -4.172 1.774 -0.003  -1.004
C -4.998 0.739 -0.401  0.773
C -5.708 0.766 -1.729  -1.535
C -5.165 -0.344 0.460  -1.025
C -4.505 -0.418 1.674  0.927
C -4.773 -1.576 2.601  -1.564
C 0.643 -0.308 4.701  0.222
C 1.083 -1.634 4.698  1.562
C 0.154 -2.808 4.542  -2.073
C 2.442 -1.897 4.880  -1.001
C 3.360 -0.887 5.092  0.634
C 4.824 -1.184 5.289  -1.480
C 2.898 0.426 5.129  -0.707
C 1.563 0.732 4.932  1.120
C 1.115 2.173 4.919  -1.428
C 1.344 1.008 -3.893  0.383
C 0.143 1.704 -4.057  0.617
C -0.185 2.975 -3.309  -1.718
C -0.782 1.242 -4.995  -1.006
C -0.527 0.141 -5.789  1.169
C -1.517 -0.333 -6.819  -1.334
C 0.681 -0.531 -5.619  -0.929
C 1.613 -0.121 -4.686  1.273
C 2.907 -0.880 -4.521  -1.749
H 5.671 2.817 4.893  0.372
H 4.141 3.664 5.184  0.335
H 5.462 4.491 4.369  0.410
H 5.830 1.437 2.950  0.336
H 6.024 -0.011 1.133  0.469
H 5.873 0.836 -0.417  0.338
H 4.576 -0.220 0.133  0.229
H 1.803 4.048 -0.481  0.184
H 2.102 5.316 0.718  0.518
H 0.954 4.012 1.055  0.118
H 2.913 4.554 3.024  0.373
H 5.155 3.539 -1.143  0.499
H 5.093 3.607 -3.616  0.399
H 3.287 2.400 -4.811  0.532
H -1.010 0.112 6.681  0.527
H -3.393 0.774 6.637  0.375
H -4.562 0.994 4.459  0.582
H -2.071 2.738 2.515  0.230
H -3.212 3.804 1.684  0.515
H -1.859 3.095 0.798  0.280
H -4.045 2.639 -0.650  0.259
H -5.519 1.700 -2.258  0.357
H -6.787 0.654 -1.596  0.377
H -5.365 -0.061 -2.356  0.280
H -5.820 -1.158 0.163  0.357
H -5.357 -2.342 2.090  0.424
H -5.327 -1.248 3.485  0.320
H -3.843 -2.031 2.938  0.231
H -0.894 -2.517 4.565  0.301
H 0.334 -3.537 5.336  0.539
H 0.333 -3.307 3.588  0.289
H 2.780 -2.929 4.850  0.338
H 5.023 -2.252 5.196  0.368
H 5.158 -0.857 6.276  0.348
H 5.424 -0.658 4.543  0.202
H 3.607 1.227 5.305  0.447
H 1.954 2.838 5.123  0.190
H 0.342 2.362 5.664  0.468
H 0.696 2.431 3.941  0.066
H 0.658 3.338 -2.723  0.179
H -1.021 2.811 -2.628  0.082
H -0.478 3.760 -4.010  0.528
H -1.723 1.774 -5.106  0.325
H -2.466 0.198 -6.727  0.352
H -1.700 -1.400 -6.684  0.172
H -1.131 -0.174 -7.829  0.316
H 0.877 -1.419 -6.212  0.181
H 2.867 -1.822 -5.068  0.402
H 3.085 -1.103 -3.467  0.355
H 3.756 -0.298 -4.887  0.334



The following is a quantum chemistry calculation of a structure of composition C54H55BBrF3N5O4PdSb, from the OMol25 dataset.

Output
- Energy: -5932.23609 Eh
- Total charge: -2
- HOMO: -0.5 eV
- Energy relative to the best compared isomer or geometry (same formula, charge and spin): 0.0 kJ/mol

Each line ends with the natural charge from an NBO analysis.
Element x y z (Å)
Pd 0.060 -0.821 0.999  0.028
O -1.705 -4.205 6.235  -0.700
C -1.184 -3.050 6.491  0.790
O -1.050 -2.611 7.626  -0.661
C -0.728 -2.207 5.335  -0.279
C -0.190 -0.957 5.534  0.006
N 0.121 -0.465 4.329  -0.335
N -0.191 -1.293 3.335  -0.271
C -0.701 -2.380 3.905  0.052
C -1.115 -3.538 3.004  0.764
O -1.590 -4.573 3.579  -0.775
O -0.951 -3.414 1.795  -0.697
H -1.685 -4.419 5.166  0.525
H -0.016 -0.414 6.448  0.230
H 0.475 0.453 4.105  0.434
F -5.829 5.950 0.882  -0.358
C -4.694 5.191 0.945  0.352
C -4.461 4.425 2.068  -0.306
C -3.307 3.648 2.103  -0.224
C -2.352 3.644 1.080  -0.395
C -2.665 4.424 -0.037  -0.179
C -3.821 5.200 -0.118  -0.311
Sb -0.983 1.672 1.062  1.152
C 0.299 2.750 -0.334  -0.436
C 0.518 4.116 -0.143  -0.212
C 1.266 4.870 -1.038  -0.327
C 1.788 4.235 -2.144  0.448
F 2.495 4.966 -3.051  -0.361
C 1.614 2.890 -2.365  -0.357
C 0.885 2.151 -1.441  -0.149
C 0.175 2.521 2.727  -0.381
C 1.513 2.900 2.609  -0.208
C 2.238 3.386 3.691  -0.316
C 1.604 3.504 4.910  0.437
F 2.302 3.986 5.972  -0.356
C 0.283 3.152 5.084  -0.327
C -0.416 2.658 3.984  -0.235
H -5.180 4.422 2.879  0.208
H -3.154 3.014 2.973  0.187
H -1.982 4.453 -0.879  0.184
H -4.048 5.797 -0.995  0.205
H 0.071 4.602 0.718  0.229
H 1.433 5.931 -0.892  0.212
H 2.034 2.438 -3.250  0.216
H 0.758 1.085 -1.584  0.236
H 2.011 2.816 1.651  0.223
H 3.281 3.664 3.600  0.216
H -0.182 3.251 6.056  0.218
H -1.451 2.365 4.123  0.214
Br 5.324 -1.938 4.112  0.017
C 4.443 -1.102 2.641  -0.108
C 5.125 -0.900 1.461  -0.215
C 4.434 -0.252 0.445  -0.248
C 3.123 0.137 0.661  0.058
N 2.473 -0.063 1.809  -0.407
C 3.136 -0.669 2.790  -0.002
H 6.148 -1.227 1.335  0.220
H 4.918 -0.060 -0.503  0.223
H 2.548 0.632 -0.113  0.222
H 2.607 -0.830 3.723  0.206
C -2.710 0.998 -5.118  -0.593
C -2.156 1.436 -3.756  -0.259
C -2.169 2.968 -3.709  -0.601
C -2.970 0.820 -2.628  0.048
C -4.242 1.363 -2.461  -0.253
C -5.133 0.860 -1.536  -0.207
C -4.756 -0.228 -0.778  -0.249
C -3.490 -0.793 -0.878  0.102
C -3.217 -2.042 -0.055  -0.283
C -4.005 -3.224 -0.634  -0.596
C -3.575 -1.844 1.424  -0.595
C -2.563 -0.263 -1.794  0.132
N -1.299 -0.926 -1.942  -0.738
B -0.112 -1.092 -1.044  0.415
N 0.834 -1.772 -1.957  -0.764
C 0.221 -1.999 -3.201  -0.122
C -1.027 -1.510 -3.185  -0.095
C 2.185 -2.196 -1.818  0.272
C 3.192 -1.642 -2.643  -0.042
C 4.481 -2.168 -2.603  -0.238
C 4.804 -3.217 -1.764  -0.233
C 3.818 -3.752 -0.959  -0.215
C 2.514 -3.265 -0.965  -0.013
C 1.511 -3.973 -0.072  -0.266
C 1.312 -5.426 -0.516  -0.594
C 1.969 -3.926 1.394  -0.585
C 2.971 -0.470 -3.585  -0.251
C 3.938 0.674 -3.255  -0.599
C 3.157 -0.888 -5.048  -0.594
H -2.107 1.416 -5.931  0.194
H -3.739 1.349 -5.237  0.194
H -2.715 -0.087 -5.220  0.205
H -1.127 1.090 -3.682  0.226
H -3.149 3.359 -4.000  0.188
H -1.432 3.375 -4.401  0.201
H -1.942 3.332 -2.714  0.225
H -4.545 2.203 -3.075  0.194
H -6.115 1.303 -1.421  0.197
H -5.476 -0.664 -0.097  0.201
H -2.156 -2.280 -0.100  0.273
H -5.084 -3.055 -0.550  0.182
H -3.752 -4.133 -0.083  0.215
H -3.766 -3.383 -1.689  0.198
H -4.523 -1.322 1.559  0.179
H -2.790 -1.264 1.911  0.231
H -3.650 -2.812 1.923  0.213
H 0.711 -2.554 -3.986  0.199
H -1.773 -1.573 -3.961  0.199
H 5.247 -1.745 -3.243  0.192
H 5.815 -3.609 -1.737  0.195
H 4.064 -4.587 -0.314  0.204
H 0.546 -3.472 -0.131  0.271
H 2.218 -6.021 -0.367  0.181
H 1.036 -5.479 -1.573  0.199
H 0.507 -5.871 0.072  0.221
H 3.036 -4.136 1.495  0.178
H 1.415 -4.658 1.983  0.217
H 1.761 -2.938 1.808  0.223
H 1.949 -0.110 -3.466  0.232
H 4.976 0.344 -3.348  0.193
H 3.784 1.038 -2.239  0.217
H 3.798 1.510 -3.942  0.200
H 4.200 -1.151 -5.245  0.190
H 2.883 -0.071 -5.720  0.199
H 2.543 -1.757 -5.291  0.211



The gap between HOMO and LUMO results, record by record, are as follows: 8.0492, 4.2664 eV.
The largest force on an atom results, record by record, are as follows: 0.0194, 0.0434 hartree/bohr.